(1)
Molecular formula: C57H51ClI2NO2P2PbSSi
Method: DFT, the ωB97M-V functional and the def2-TZVPD basis

Geometry as XYZ:
```
119
Properties=species:S:1:pos:R:3:mulliken_charge:R:1
Pb -1.8336 1.1454 -1.3114 1.789
O 0.1724 -2.1897 1.3389 -0.866
S 0.6964 -1.2244 0.3492 2.026
C 1.0437 -2.2273 -1.1326 -0.667
C 0.8641 -3.5988 -1.0612 -0.501
C 1.0878 -4.3701 -2.1892 -0.683
C 1.4651 -3.7685 -3.3811 -0.920
C 1.6159 -2.3939 -3.4614 -0.210
C 1.4082 -1.6015 -2.3334 -0.078
P 1.5496 0.2272 -2.3017 1.041
C 3.3747 0.4002 -2.3487 0.341
C 4.2779 -0.6530 -2.3369 -0.388
C 5.6434 -0.3976 -2.3731 -0.699
C 6.1096 0.9051 -2.4300 -0.678
C 5.2098 1.9640 -2.4474 -0.643
C 3.8480 1.7160 -2.3896 -0.459
C 1.2190 0.5346 -4.0954 0.731
C 2.1955 0.8349 -5.0406 -0.206
C 1.8424 1.0872 -6.3598 -0.723
C 0.5142 1.0560 -6.7503 -0.531
C -0.4682 0.7525 -5.8191 -0.869
C -0.1113 0.4869 -4.5098 -0.275
C 2.4121 -0.9581 0.9202 -0.003
C 3.1442 -2.1263 1.1050 -0.753
C 4.4792 -2.0703 1.4427 -0.971
C 5.0826 -0.8261 1.5576 -1.043
C 4.3343 0.3277 1.4383 -0.709
C 2.9459 0.3147 1.1998 0.579
P 2.1124 1.9486 0.6761 1.639
C 3.2842 3.0711 1.5964 0.493
C 3.7264 4.2375 0.9704 -0.438
C 4.5027 5.1642 1.6476 -0.715
C 4.8563 4.9463 2.9708 -0.605
C 4.4698 3.7687 3.5918 -0.967
C 3.7009 2.8385 2.9070 -0.096
C 0.5444 2.1748 1.8611 0.955
C 0.9910 3.8769 0.3703 -1.989
C -1.0917 3.9745 1.6712 0.783
C -2.0927 3.1194 1.9010 -1.174
C -1.8560 1.6848 1.8402 0.073
C -0.6017 1.2041 1.8738 -1.529
H 0.5320 -4.0292 -0.1228 0.452
H 0.9586 -5.4439 -2.1453 0.471
H 1.6272 -4.3785 -4.2610 0.403
H 1.8941 -1.9325 -4.4003 0.538
H 3.9257 -1.6753 -2.2969 0.291
H 6.3459 -1.2218 -2.3544 0.382
H 7.1744 1.0992 -2.4686 0.351
H 5.5762 2.9815 -2.5044 0.454
H 3.1297 2.5289 -2.4257 0.413
H 3.2380 0.8647 -4.7555 0.340
H 2.6171 1.3176 -7.0806 0.421
H 0.2453 1.2648 -7.7777 0.360
H -1.5114 0.7370 -6.1055 0.452
H -0.8852 0.2290 -3.7954 0.199
H 2.6499 -3.0796 0.9695 0.435
H 5.0483 -2.9792 1.5899 0.410
H 6.1472 -0.7495 1.7433 0.405
H 4.8551 1.2698 1.5139 0.535
H 3.4361 4.4180 -0.0559 0.413
H 4.8159 6.0723 1.1481 0.431
H 5.4319 5.6881 3.5097 0.380
H 4.7548 3.5746 4.6190 0.411
H 3.4313 1.9147 3.3980 0.433
H 0.8262 4.8914 0.0020 0.349
H -1.9643 5.7428 2.4638 0.485
H -3.0707 3.4770 2.1926 0.498
H -2.7050 1.0158 1.8934 0.045
H -0.4086 0.1543 2.0365 1.293
I -0.5830 3.5504 -2.2493 -0.653
Cl -4.1345 2.0492 -1.8548 -0.588
I 0.6969 7.8672 2.4177 0.013
C 0.1670 5.8210 2.6351 -0.030
C 0.9552 5.0699 3.4040 -0.335
C 0.8912 3.6763 3.8935 -0.935
C 0.8101 2.4772 3.3076 -1.134
N 0.1296 3.4257 1.2271 1.473
C -1.0852 5.4508 1.8849 -1.533
H 1.7876 5.5889 3.8728 0.413
H 1.1026 3.6561 4.9604 0.395
H 0.8774 1.5970 3.9379 0.560
H -1.1304 5.9925 0.9363 0.476
C -6.2492 -0.4997 -0.0617 -1.460
C -5.4282 -1.2165 1.0161 1.960
C -5.1471 -0.1913 2.1215 -1.640
C -6.2622 -2.3494 1.6264 -1.972
Si -3.7298 -1.8435 0.3523 -2.124
O -2.7435 -0.6952 -0.1031 1.109
C -3.0694 -2.8783 1.8131 0.875
C -2.4043 -2.2573 2.8692 0.032
C -1.9323 -2.9744 3.9573 -0.689
C -2.1169 -4.3479 4.0138 -0.701
C -2.7700 -4.9927 2.9729 -0.773
C -3.2402 -4.2612 1.8910 -0.431
C -3.9418 -3.1731 -1.0007 0.590
C -2.7894 -3.8572 -1.3930 -0.026
C -2.8335 -4.9302 -2.2685 -0.577
C -4.0507 -5.3419 -2.7958 -0.542
C -5.2062 -4.6581 -2.4505 -0.849
C -5.1465 -3.5890 -1.5648 -0.234
H -7.1722 -0.0917 0.3680 0.481
H -6.5269 -1.1635 -0.8810 0.169
H -5.6809 0.3275 -0.4895 0.155
H -6.0855 0.1689 2.5577 0.574
H -4.6125 0.6665 1.7069 0.234
H -4.5418 -0.6265 2.9192 0.297
H -7.2205 -1.9646 1.9949 0.561
H -5.7392 -2.8098 2.4671 0.302
H -6.4707 -3.1353 0.8978 0.273
H -2.2423 -1.1863 2.8282 0.095
H -1.4145 -2.4646 4.7617 0.415
H -1.7527 -4.9166 4.8615 0.346
H -2.9069 -6.0680 3.0041 0.417
H -3.7512 -4.7751 1.0845 0.395
H -1.8402 -3.5437 -0.9750 0.289
H -1.9215 -5.4537 -2.5326 0.414
H -4.1020 -6.1935 -3.4639 0.366
H -6.1625 -4.9658 -2.8580 0.388
H -6.0640 -3.0777 -1.3068 0.050
```

Kohn-Sham gap (Eh): 0.245
HOMO (eV): -4.863
Charge: -1
Energy above the lowest of the compared OMol25 structures with the same formula, charge and spin (kJ/mol): 530.88


(2)
Molecular formula: C3H8N4S
Method: DFT, the ωB97M-V functional and the def2-TZVPD basis

Geometry as XYZ:
```
16
Properties=species:S:1:pos:R:3:nbo_charge:R:1
H -0.9650 0.1572 -2.4086 0.352
N -0.6373 1.0063 -1.9546 -0.719
C -0.5949 0.9418 -0.6489 0.459
C -1.0780 -0.2274 0.2282 -0.530
C 0.0469 -1.1949 0.3589 0.113
N 0.1205 -2.2594 -0.3365 -0.568
S 1.3789 -3.3223 -0.0287 0.183
N -0.0164 2.0240 0.0306 -0.469
N 0.5858 1.8046 1.2760 -0.652
H -1.4402 0.0699 1.1824 0.245
H -1.8374 -0.7396 -0.2532 0.238
H 0.7856 -1.0257 1.1893 0.155
H 1.0016 -4.2273 -0.9876 0.125
H 0.4793 2.6783 -0.5855 0.374
H 1.6023 1.6267 1.1262 0.336
H 0.5683 2.6878 1.8121 0.358
```

Kohn-Sham gap (Eh): 0.352
HOMO (eV): -8.797
SMILES string: [H]/N=C(\C/C=N/S)NN
Charge: 0
Energy above the lowest of the compared OMol25 structures with the same formula, charge and spin (kJ/mol): 181.04


(3)
Molecular formula: C12H14S
Method: DFT, the ωB97M-V functional and the def2-TZVPD basis

Geometry as XYZ:
```
27
Properties=species:S:1:pos:R:3:lowdin_spin:R:1
C -5.0550 -0.2898 0.1195 0.305
C -3.8775 -0.5984 0.0072 0.068
C -0.7462 3.0815 0.0785 -0.021
C 0.3048 2.1590 -0.0499 0.029
C -0.1990 0.8164 0.2273 0.041
C -1.5981 0.7441 0.2373 0.199
C -2.5276 -0.8031 -0.2547 0.466
C 0.5756 -0.3823 0.3375 0.453
C 1.7212 2.5829 -0.4712 0.004
C -1.8917 -1.9152 -0.9941 0.076
C 0.1243 -1.4747 1.2037 0.084
C 1.9842 -0.3230 -0.2369 0.061
S -2.3549 2.3083 0.3022 0.085
H -6.0610 -0.1609 0.6255 0.022
H -0.6798 4.1182 -0.1262 -0.002
H 2.4108 2.1379 0.1590 0.001
H 1.5662 3.6810 -0.1722 0.000
H 1.8591 2.3956 -1.5798 0.002
H -2.0052 -2.8503 -0.4094 0.023
H -0.8989 -1.6403 -1.4033 0.005
H -2.4796 -2.0592 -1.8032 0.013
H 0.6506 -1.6215 2.1736 0.024
H -0.9925 -1.3103 1.2477 0.009
H 0.1554 -2.3651 0.5697 0.015
H 2.7611 -0.0309 0.5334 0.027
H 2.2835 -1.4339 -0.3612 0.009
H 2.0701 0.2659 -1.2279 0.004
```

Kohn-Sham gap (spin up / spin down) (Eh): 0.268 / 0.280
HOMO (spin up / spin down) (eV): -6.470 / -8.425
Expectation value of S²: 2.05
Charge: 0
Multiplicity: 3
Energy above the lowest of the compared OMol25 structures with the same formula, charge and spin (kJ/mol): 69.91


(4)
Molecular formula: C4H9NO2
Method: DFT, the ωB97M-V functional and the def2-TZVPD basis

Geometry as XYZ:
```
16
Properties=species:S:1:pos:R:3:nbo_charge:R:1
C 0.9435 -1.2218 0.0648 -0.659
C 0.4079 0.2166 0.4454 -0.067
C 0.6159 1.2357 -0.6916 -0.075
O 0.1228 2.5406 -0.4731 -0.711
N -1.0237 0.1930 0.8350 -0.653
C -1.6658 -0.7792 0.0961 0.544
O -1.6170 -0.9243 -1.1050 -0.575
H 1.1977 -1.7544 0.9852 0.210
H 1.8129 -1.1133 -0.5827 0.222
H 0.3413 -1.9536 -0.5080 0.239
H 0.9599 0.5694 1.3270 0.207
H 1.6904 1.3287 -0.8787 0.177
H 0.1477 0.8061 -1.5751 0.182
H -0.8419 2.4863 -0.4765 0.473
H -1.1972 0.0783 1.8336 0.385
H -2.0720 -1.5602 0.7516 0.101
```

Kohn-Sham gap (Eh): 0.396
HOMO (eV): -10.007
SMILES string: C[C@@H](CO)NC=O
Charge: 0
Energy above the lowest of the compared OMol25 structures with the same formula, charge and spin (kJ/mol): 171.33